[1]
Computed, not measured: one molecule with the formula C10H10ClNO3 in a non-equilibrium geometry, with wB97M-V/def2-TZVPD.

XYZ file:
```
25
Properties=species:S:1:pos:R:3:forces:R:3
C -2.328 0.037 2.103 -7.7 -1.9 -1.8
C -1.122 0.407 1.830 6.0 2.3 -2.4
C -3.114 -0.227 0.835 0.6 -0.2 3.6
C 0.616 1.154 -0.835 2.2 1.6 -0.2
C 2.293 -1.382 -0.563 -2.0 1.1 2.4
C 1.477 -1.834 0.692 0.9 -2.6 -1.1
C 0.752 -1.311 -0.483 1.3 0.6 0.9
C -1.053 0.423 0.368 1.0 -2.3 2.4
C -0.490 2.081 -0.295 1.6 1.0 0.3
C -1.491 2.618 -1.185 1.1 -1.7 -1.2
N 0.164 0.000 -0.302 0.0 0.0 -1.8
O -4.187 -0.728 0.587 -0.6 0.1 0.1
O 1.667 1.505 -1.388 -2.6 -1.0 0.8
O -2.228 -0.019 -0.187 2.2 0.7 -0.5
Cl 0.091 3.148 0.929 0.0 0.0 0.1
H -2.653 -0.082 3.076 -1.2 -0.5 1.5
H -0.457 0.789 2.637 0.0 -0.3 -1.5
H 2.871 -0.476 -0.418 -0.4 0.0 0.0
H 2.710 -1.987 -1.297 0.4 -1.5 -0.9
H 1.369 -2.879 1.125 0.2 1.3 -1.2
H 1.505 -1.138 1.445 0.4 1.5 1.8
H 0.291 -2.072 -1.044 -1.1 -0.2 -1.0
H -1.857 1.721 -1.652 -0.8 0.1 -0.8
H -1.060 3.288 -1.884 0.7 0.5 -1.0
H -2.210 3.150 -0.701 -2.3 1.2 1.5
```
Positions in Å, forces in eV/Å.

⟨S²⟩   2.013
Relative energy (zero: lowest compared OMol25 entry of this formula, charge and spin)   0.0 kcal per mole
E_HOMO (alpha / beta)   -5.9 / -10.2 eV
Multiplicity   3

[2]
Computed, not measured: one molecule with the formula C5H7N in a non-equilibrium geometry, with wB97M-V/def2-TZVPD.

XYZ file:
```
13
Properties=species:S:1:pos:R:3:forces:R:3
N -2.062 0.559 0.407 0.5 0.0 0.0
C -1.892 -0.602 0.151 -0.5 0.2 0.1
C -0.688 -1.336 -0.144 0.9 0.3 0.0
C 0.394 -0.112 0.358 -0.7 -0.3 0.3
C -0.390 1.163 0.282 -1.0 0.0 0.2
C 1.537 0.221 -0.389 1.1 -0.2 -0.6
H -0.583 -1.548 -1.212 0.0 0.0 0.1
H -0.519 -2.243 0.440 -0.1 0.2 -0.1
H 0.628 -0.377 1.393 0.0 0.1 -0.1
H -0.227 1.883 1.082 -0.1 -0.1 -0.1
H -0.446 1.632 -0.700 0.1 -0.1 0.1
H 1.434 0.570 -1.413 0.0 0.0 0.2
H 2.549 0.057 -0.028 -0.2 0.0 -0.1
```
Positions in Å, forces in eV/Å.

Relative energy (zero: lowest compared OMol25 entry of this formula, charge and spin)   107.9 kcal per mole
E_HOMO (alpha / beta)   -7.8 / -8.2 eV

[3]
Computed, not measured: a 16-piece molecular cluster, C53H144BClN9O18 overall in a non-equilibrium geometry, with wB97M-V/def2-TZVPD.

XYZ file:
```
226
Properties=species:S:1:pos:R:3:forces:R:3
O -0.320 -3.274 2.493 -2.5 -1.6 0.0
H -0.123 -2.716 3.249 1.0 2.0 1.7
H -0.496 -2.782 1.688 0.0 0.9 -0.9
H 0.384 -3.894 2.288 2.1 -1.5 -0.6
O 1.475 -0.058 0.110 0.7 0.3 2.4
H 0.933 -0.849 0.071 -0.4 -1.4 -0.2
H 0.951 0.671 -0.229 -0.9 2.5 -1.2
H 2.308 -0.187 -0.349 1.0 -0.5 -1.4
O -1.000 -4.326 -1.982 -0.6 -1.3 -2.0
H -0.630 -5.153 -1.665 0.5 -0.4 0.5
H -1.950 -4.413 -2.093 -0.8 -0.2 -0.3
H -0.866 -3.565 -1.412 0.9 2.2 2.1
Cl 4.215 -1.284 1.646 4.4 -2.4 1.1
O 3.264 -2.219 1.256 -3.8 -1.6 -2.0
O 5.225 -2.069 2.289 0.7 0.3 1.2
O 4.853 -0.668 0.536 -0.1 1.6 -1.7
O 3.653 -0.333 2.498 -1.3 2.4 1.6
B -0.316 -2.251 -0.144 -0.1 -0.3 -0.6
H -1.306 -2.196 -0.571 -4.1 0.2 -1.6
H -0.276 -1.561 0.685 -0.2 2.3 3.1
H -0.095 -3.268 0.140 1.1 -3.7 1.0
H 0.348 -1.919 -0.926 2.5 0.9 -2.8
C 7.841 0.639 2.511 0.7 0.3 1.5
O 7.467 1.120 1.265 -0.8 -0.2 -0.7
H 7.009 0.393 3.171 -0.4 0.0 -0.1
H 8.464 -0.256 2.494 0.2 0.0 -0.3
H 8.371 1.459 2.995 0.3 -0.2 0.2
H 6.681 0.607 1.066 -0.2 0.0 -0.7
C 4.970 3.482 0.944 1.8 0.7 1.5
O 3.852 2.725 0.729 -2.0 -1.1 -0.6
H 4.660 4.461 1.308 0.1 0.4 -0.7
H 5.519 3.085 1.798 0.3 -0.1 0.1
H 5.675 3.467 0.114 -0.2 0.4 -0.2
H 4.000 1.839 1.068 0.0 -0.3 -0.1
C -2.257 1.289 -0.362 0.7 0.6 -1.0
C -1.240 1.483 -1.530 -1.0 -1.0 1.3
C -1.797 2.382 -2.587 -0.1 0.6 -0.1
O -0.826 2.643 -3.595 -0.8 -0.1 -0.1
C -1.374 3.469 -4.631 1.1 -0.1 -0.1
N 0.044 1.991 -1.037 -0.5 -0.8 -0.6
H -2.355 2.249 0.144 -0.1 0.0 0.3
H -1.894 0.533 0.335 -0.1 0.0 0.0
H -3.230 1.018 -0.772 0.0 -0.1 0.2
H -1.123 0.499 -1.985 0.5 -0.2 -0.1
H -2.043 3.339 -2.127 -0.4 0.3 0.1
H -2.698 1.922 -2.992 -0.2 0.1 -0.3
H -0.589 3.581 -5.377 -0.1 -0.3 -0.1
H -1.558 4.498 -4.321 -0.4 0.0 0.5
H -2.257 3.011 -5.078 -0.1 0.0 0.0
H 0.276 2.482 -1.889 1.6 0.4 0.1
H -0.113 2.674 -0.310 0.1 0.2 0.3
C 1.867 2.939 4.126 -0.7 -0.2 1.1
C 0.930 2.210 3.136 0.5 -0.7 2.5
C -0.574 2.031 3.525 1.0 -0.5 -0.2
O -0.820 1.013 4.537 -1.0 1.8 0.7
C -0.813 1.585 5.903 1.4 -0.5 -1.2
N 1.127 2.798 1.878 -1.0 -0.1 -1.5
H 2.841 3.046 3.648 0.1 -0.1 0.3
H 1.956 2.436 5.089 0.4 -0.5 -0.1
H 1.533 3.919 4.467 -0.3 0.4 -0.6
H 1.345 1.203 3.095 -0.1 -0.4 0.0
H -1.016 1.666 2.597 -0.4 0.0 0.1
H -1.042 2.972 3.813 -0.1 0.1 0.1
H -1.090 0.812 6.619 0.1 -0.1 -0.3
H -1.405 2.476 6.114 -0.4 -0.1 -0.7
H 0.237 1.864 5.986 -0.1 0.1 0.9
H 2.126 2.913 1.779 0.0 0.3 -0.6
H 0.659 3.694 1.886 0.3 0.6 -0.4
C 1.613 -0.824 6.278 -0.1 -0.6 -1.1
C 1.149 -1.910 5.279 -0.3 0.3 0.1
C 0.033 -2.733 5.989 1.3 -0.6 -0.9
O -0.217 -3.932 5.267 1.3 0.2 -0.5
C -1.215 -4.785 5.736 -1.4 0.6 -0.4
N 0.697 -1.322 4.011 -1.2 -1.0 0.3
H 0.736 -0.376 6.745 0.2 -0.3 0.5
H 2.038 -0.015 5.684 0.5 -0.1 0.2
H 2.326 -1.294 6.955 -0.1 0.6 0.3
H 1.962 -2.548 4.934 0.2 -0.3 0.8
H -0.862 -2.115 6.070 -0.2 0.0 0.3
H 0.455 -3.047 6.943 -0.3 0.4 0.5
H -2.125 -4.373 5.299 -0.7 -0.3 0.2
H -1.365 -4.802 6.815 0.4 0.0 0.2
H -1.121 -5.797 5.341 0.5 0.1 0.1
H 1.460 -0.918 3.487 0.4 0.0 0.0
H 0.052 -0.578 4.237 -0.2 0.4 -0.2
C 1.183 -6.520 3.270 1.0 0.7 0.5
C 2.100 -5.266 3.202 0.9 -0.9 1.6
C 3.631 -5.538 3.588 -0.8 -0.8 -1.9
O 4.200 -6.222 2.438 -0.1 0.4 0.1
C 5.627 -6.123 2.418 -0.1 -0.2 1.1
N 1.918 -4.746 1.866 0.3 0.2 0.0
H 0.128 -6.341 3.061 0.0 0.5 0.1
H 1.275 -6.885 4.293 -0.1 -0.7 -0.3
H 1.509 -7.195 2.479 0.2 -0.5 0.4
H 1.834 -4.574 4.001 -0.6 0.3 -0.3
H 3.729 -6.133 4.495 -0.2 -0.4 0.0
H 4.189 -4.626 3.802 -0.2 0.4 -0.4
H 5.909 -6.492 3.403 0.7 0.3 0.1
H 5.979 -5.104 2.252 -0.2 0.2 0.2
H 6.158 -6.758 1.710 -0.8 -0.2 -0.4
H 2.186 -5.558 1.328 -0.3 -0.2 -0.7
H 2.684 -4.125 1.644 0.0 0.8 0.0
C 1.436 6.557 0.555 -1.1 1.1 -0.8
C -0.080 6.430 0.864 -0.8 1.6 -2.4
C -1.021 6.107 -0.390 0.1 -0.1 0.0
O -2.327 6.766 -0.497 1.6 -0.1 0.0
C -3.115 6.196 -1.535 -0.7 -1.0 0.8
N -0.184 5.430 1.848 -0.9 -1.5 1.7
H 1.842 5.578 0.297 0.3 0.1 0.8
H 1.853 7.149 1.370 0.5 -0.9 0.4
H 1.695 7.202 -0.284 -0.5 0.0 -0.4
H -0.475 7.329 1.337 0.2 0.7 -0.7
H -1.218 5.035 -0.405 0.0 -0.4 0.3
H -0.466 6.265 -1.314 0.1 0.4 -0.1
H -2.607 5.628 -2.315 0.7 0.8 -0.3
H -3.855 6.893 -1.930 0.5 0.3 0.0
H -3.709 5.385 -1.115 -0.4 -0.2 0.5
H 0.072 5.876 2.718 0.5 -0.2 0.4
H -1.161 5.231 2.013 -0.4 -0.2 -0.1
C 3.093 -3.167 -2.175 -0.1 -1.5 0.5
C 3.212 -1.880 -2.955 -1.9 -1.5 -1.6
C 2.012 -1.743 -3.905 -1.0 -0.1 0.2
O 1.947 -2.747 -4.916 1.7 -0.2 -0.3
C 0.753 -2.885 -5.640 -1.0 0.8 1.3
N 3.139 -0.870 -1.920 1.7 0.4 -0.1
H 3.819 -3.220 -1.363 0.4 0.0 -0.2
H 3.111 -4.121 -2.701 0.5 0.3 -0.6
H 2.154 -3.251 -1.627 -0.4 0.6 0.0
H 4.099 -1.868 -3.589 0.4 0.1 0.3
H 1.951 -0.721 -4.279 0.3 0.2 -0.6
H 1.123 -1.819 -3.278 -0.4 -0.2 0.3
H 0.766 -3.329 -6.635 1.1 0.2 0.0
H 0.279 -1.903 -5.664 -0.3 0.1 -0.5
H 0.086 -3.541 -5.080 -0.4 -0.2 0.3
H 3.588 -0.025 -2.243 -0.5 0.9 -0.5
H 3.945 -1.230 -1.429 0.1 0.3 1.5
C -4.095 -0.394 -6.626 0.0 0.1 0.8
C -4.330 -1.674 -5.771 1.0 -0.3 -0.9
C -2.999 -2.154 -5.142 0.0 1.7 0.6
C -2.551 -1.125 -4.066 -1.4 -1.8 1.0
C -3.662 -1.090 -2.911 2.4 0.2 -2.2
C -5.018 -0.769 -3.450 -1.9 1.8 -1.1
N -5.359 -1.496 -4.730 2.7 -1.6 1.7
O -6.570 -1.164 -5.278 -0.9 0.6 -0.1
C -5.957 -1.174 -2.301 -1.4 0.2 -0.7
C -5.228 0.790 -3.708 0.6 -0.1 0.8
C -4.718 -2.796 -6.733 -1.0 0.0 -0.1
H -3.614 0.387 -6.037 -0.1 0.0 0.0
H -5.068 -0.009 -6.931 0.1 0.0 -0.2
H -3.434 -0.533 -7.482 -0.2 -0.4 -0.1
H -3.041 -3.154 -4.710 -0.6 -0.1 0.4
H -2.240 -2.303 -5.909 0.0 0.5 -0.3
H -2.450 -0.106 -4.438 0.5 -0.2 -0.1
H -1.654 -1.554 -3.618 0.5 0.7 0.1
H -3.306 -0.302 -2.248 -0.5 -0.2 0.3
H -3.695 -2.036 -2.371 0.1 -0.1 0.0
H -6.996 -0.898 -2.482 -0.1 0.3 -0.3
H -6.029 -2.255 -2.182 0.6 -0.1 0.2
H -5.709 -0.652 -1.377 0.3 -0.2 0.0
H -5.031 1.341 -2.788 -0.5 -0.1 0.5
H -4.528 1.316 -4.357 0.2 -0.7 -0.5
H -6.224 1.045 -4.070 0.0 -0.3 0.1
H -5.543 -2.498 -7.379 -0.1 0.0 0.0
H -5.038 -3.679 -6.180 0.0 -0.1 0.1
H -3.911 -3.086 -7.406 0.2 0.2 0.2
H -7.056 -1.990 -5.206 -0.4 0.0 -0.1
C -5.728 -3.767 3.872 -0.1 1.5 0.0
C -5.880 -2.299 4.437 1.6 -0.5 1.0
C -4.578 -1.882 5.245 1.0 -0.4 -1.9
C -3.385 -1.505 4.244 -1.7 0.5 1.4
C -3.816 -0.403 3.259 0.9 -1.9 -0.5
C -5.024 -0.867 2.400 0.4 -0.7 0.1
N -6.081 -1.340 3.301 -0.1 0.5 2.0
O -7.277 -1.592 2.631 -0.3 0.1 -0.1
C -5.519 0.376 1.723 -0.5 0.7 -0.7
C -4.606 -1.959 1.325 0.1 0.7 0.3
C -7.029 -2.292 5.483 -1.2 0.7 -1.6
H -5.246 -3.673 2.899 -0.1 -0.4 0.1
H -6.753 -4.115 3.747 0.2 -0.7 0.0
H -5.108 -4.405 4.501 -0.4 -0.1 0.1
H -4.765 -1.127 6.010 -0.2 0.4 -0.5
H -4.202 -2.727 5.823 -0.4 -0.4 0.0
H -3.079 -2.399 3.700 -0.1 -0.1 -0.1
H -2.517 -1.193 4.826 0.0 0.2 0.0
H -2.976 -0.378 2.565 0.1 0.5 -0.3
H -3.898 0.592 3.697 -0.4 -0.2 0.1
H -4.781 0.789 1.035 0.3 -0.1 0.1
H -6.411 0.223 1.116 -0.2 -0.1 0.2
H -5.703 1.135 2.483 -0.3 0.0 -0.1
H -5.449 -2.577 1.016 -0.1 -0.1 0.3
H -4.263 -1.531 0.384 0.2 0.4 0.1
H -3.791 -2.579 1.699 -0.1 -0.2 0.0
H -7.166 -3.162 6.125 1.0 0.0 0.2
H -7.970 -2.319 4.933 -0.2 0.0 -0.3
H -7.110 -1.341 6.009 0.4 -0.2 0.3
H -7.283 -2.524 2.404 0.0 -0.5 -0.3
C 5.064 1.434 -4.480 -1.0 -0.7 -0.4
C 5.288 2.594 -3.524 0.2 -0.1 0.0
C 6.077 3.722 -4.203 -0.6 1.1 -1.1
C 5.204 4.616 -5.155 -0.5 -0.6 1.8
C 4.130 5.276 -4.260 0.5 -0.7 -0.1
C 3.246 4.235 -3.541 -1.1 -0.7 0.7
N 4.074 3.166 -2.934 1.4 1.3 0.0
O 3.339 2.227 -2.179 -0.4 0.3 -0.7
C 2.468 4.973 -2.378 -0.2 0.2 -0.5
C 2.183 3.604 -4.474 0.8 0.7 -0.6
C 6.197 2.010 -2.423 0.1 0.0 -0.4
H 5.995 1.148 -4.969 -0.1 0.0 0.0
H 4.268 1.529 -5.219 0.2 0.7 -0.3
H 4.671 0.571 -3.942 0.4 -0.2 0.4
H 6.496 4.333 -3.403 0.1 0.2 -0.1
H 6.896 3.373 -4.833 0.1 -0.6 0.4
H 4.705 3.953 -5.862 0.1 0.1 -0.3
H 5.782 5.377 -5.681 0.1 -0.2 0.0
H 3.529 5.975 -4.842 -0.3 -0.1 0.1
H 4.624 5.846 -3.473 0.2 0.2 0.0
H 2.161 5.968 -2.699 0.3 0.2 -0.3
H 1.500 4.544 -2.118 0.0 -0.7 -0.1
H 2.984 5.126 -1.430 0.6 -0.3 -0.2
H 1.489 2.958 -3.935 0.2 0.1 -0.2
H 1.679 4.391 -5.033 -0.5 0.2 0.4
H 2.685 3.091 -5.295 0.1 -0.5 0.2
H 6.756 2.789 -1.904 -0.3 0.0 0.3
H 6.944 1.392 -2.922 0.1 0.0 0.0
H 5.654 1.346 -1.751 0.0 0.2 0.2
H 3.180 2.779 -1.409 -0.1 -0.5 0.9
```
Positions in Å, forces in eV/Å.

Total charge   +1
E_HOMO   -9.4 eV